# 1
{"formula": "C10H36FNO11S", "method": "ωB97M-V/def2-TZVPD", "species": ["N", "C", "C", "O", "S", "O", "O", "F", "H", "H", "H", "H", "C", "O", "H", "H", "H", "H", "C", "O", "H", "H", "H", "H", "C", "O", "H", "H", "H", "H", "C", "O", "H", "H", "H", "H", "C", "O", "H", "H", "H", "H", "C", "O", "H", "H", "H", "H", "C", "O", "H", "H", "H", "H", "C", "O", "H", "H", "H", "H"], "coordinates": [[-1.37745, 2.97450, 1.07660], [-1.62215, 2.87514, -0.15055], [-2.58375, 1.84542, -0.64620], [-1.99420, 0.53259, -0.84005], [-0.86240, 0.28178, -1.97077], [0.38859, 0.59921, -1.36217], [-1.10187, 1.60104, -3.06202], [-0.05308, 1.38688, -3.96286], [-0.72203, 3.73352, 1.23540], [-1.14443, 3.56191, -0.83612], [-3.31917, 1.70994, 0.12885], [-3.08332, 2.18338, -1.54119], [3.03729, 2.68627, -2.34799], [1.69245, 3.13742, -2.28775], [3.63671, 3.48365, -2.78151], [3.42008, 2.45820, -1.34981], [3.12269, 1.79622, -2.97852], [1.17071, 2.42228, -1.90244], [1.06047, -1.26718, -5.47907], [0.32236, -1.91948, -4.44172], [0.37387, -0.62201, -6.02111], [1.86101, -0.65674, -5.05081], [1.48447, -2.00156, -6.16322], [0.93589, -2.48670, -3.96748], [-0.56179, 0.08979, 3.30930], [0.27888, 0.80997, 2.42418], [0.05244, -0.62136, 3.85684], [-1.04461, 0.76354, 4.02449], [-1.32752, -0.45849, 2.75430], [-0.27841, 1.43956, 1.94742], [-2.28140, 4.79167, -4.07833], [-1.45180, 4.79655, -2.92174], [-3.31582, 4.78508, -3.74388], [-2.11165, 5.68394, -4.68613], [-2.09827, 3.90137, -4.68599], [-0.53489, 4.79837, -3.21645], [3.36403, -4.50626, -7.73722], [2.22336, -3.87792, -7.15628], [4.20022, -3.81890, -7.64603], [3.60830, -5.43432, -7.21463], [3.19533, -4.72191, -8.79498], [1.48258, -4.48509, -7.23695], [0.63149, -0.83546, 7.17376], [0.21627, -1.95446, 6.38882], [-0.24972, -0.39873, 7.63420], [1.32176, -1.15746, 7.95864], [1.11574, -0.08566, 6.54377], [1.00222, -2.33133, 5.98336], [-4.41635, -0.45621, 2.60116], [-4.47604, -0.07297, 1.22783], [-4.40514, 0.45278, 3.19593], [-5.29021, -1.05132, 2.87738], [-3.51001, -1.02681, 2.80965], [-4.48376, -0.87776, 0.70271], [2.75523, -4.13267, 8.67365], [1.51337, -3.97682, 9.34989], [3.48260, -4.53569, 9.37269], [2.64720, -4.82661, 7.83529], [3.11846, -3.16675, 8.30842], [0.88669, -3.62239, 8.71052]], "forces_ev_per_angstrom": [[-0.05, -0.24, 0.89], [0.58, 0.38, -0.38], [-0.16, 0.22, 0.48], [-0.03, 0.78, -1.43], [-0.09, -1.44, 0.28], [0.98, 0.31, 0.31], [-1.08, 0.38, 0.68], [0.16, -0.14, -0.26], [0.13, 0.10, 0.11], [-0.12, 0.00, -0.63], [-0.27, -0.35, 0.22], [-0.02, -0.05, -0.45], [-0.20, -0.05, 0.04], [-0.01, 0.15, 0.05], [-0.01, 0.03, -0.01], [0.07, -0.03, -0.03], [0.08, 0.00, 0.02], [0.04, -0.02, -0.02], [0.08, -0.19, 0.19], [-0.06, 0.14, -0.04], [-0.06, 0.02, 0.06], [-0.01, 0.07, -0.10], [0.04, 0.13, -0.05], [-0.02, -0.03, 0.01], [0.07, 0.25, -0.20], [0.07, -0.06, 0.07], [0.01, -0.01, 0.02], [-0.07, -0.11, 0.05], [-0.05, -0.06, 0.09], [-0.04, -0.03, 0.02], [0.27, -0.04, 0.07], [-0.09, 0.07, -0.06], [-0.01, 0.01, 0.03], [-0.08, -0.01, -0.04], [-0.07, 0.01, -0.04], [0.06, -0.11, 0.12], [-0.25, -0.05, 0.04], [0.17, -0.14, -0.08], [-0.01, 0.04, 0.02], [0.08, 0.00, -0.03], [0.08, -0.01, -0.01], [-0.05, 0.05, 0.03], [0.20, -0.23, -0.21], [-0.04, 0.00, 0.20], [-0.07, -0.05, -0.03], [0.00, 0.15, 0.07], [0.00, 0.08, 0.10], [-0.03, 0.00, -0.07], [-0.06, -0.07, -0.22], [-0.01, -0.01, 0.14], [0.01, 0.04, -0.02], [0.01, 0.02, 0.08], [0.00, -0.01, 0.08], [0.03, 0.04, -0.07], [-0.34, 0.11, -0.11], [0.14, 0.02, -0.03], [-0.05, -0.01, 0.08], [0.16, 0.01, -0.03], [0.12, -0.06, -0.05], [-0.09, -0.02, 0.06]], "e_tot_ev": -48510.246, "gap_ev": 10.0, "e_homo_ha": -0.35520, "lumo_ev": 0.35, "de_lowest_kcal_mol": 5.96}

---

# 2
{"formula": "C17H16BrN3O3S", "method": "ωB97M-V/def2-TZVPD", "species": ["C", "C", "N", "N", "C", "O", "C", "S", "C", "C", "C", "C", "C", "N", "O", "O", "C", "C", "C", "C", "C", "C", "C", "Br", "C", "H", "H", "H", "H", "H", "H", "H", "H", "H", "H", "H", "H", "H", "H", "H", "H"], "coordinates": [[-1.53381, 0.99986, -2.23992], [-0.43078, 0.13465, -1.72638], [0.82136, 0.37617, -1.78188], [1.31882, 1.57838, -2.23224], [0.95489, 2.80750, -1.76757], [-0.00235, 3.00582, -1.05414], [1.89490, 3.91498, -2.20523], [2.63301, 4.73253, -0.75076], [3.71505, 3.40555, -0.10495], [2.98101, 2.19709, 0.38347], [3.44212, 0.92565, 0.04935], [2.78110, -0.20017, 0.49380], [1.63673, -0.05177, 1.26690], [0.94219, -1.22287, 1.71807], [1.51937, -2.28824, 1.63754], [-0.18151, -1.08474, 2.15472], [1.15849, 1.20881, 1.60452], [1.84141, 2.32704, 1.17368], [-0.77958, -1.15337, -1.10729], [0.09108, -2.23959, -1.19235], [-0.21500, -3.43523, -0.57063], [-1.38667, -3.56675, 0.15567], [-2.24541, -2.48422, 0.23834], [-3.86019, -2.64906, 1.22602], [-1.96479, -1.28490, -0.38828], [-1.18748, 1.55095, -3.11432], [-1.81951, 1.73729, -1.48964], [-2.39860, 0.39880, -2.50882], [2.25458, 1.45917, -2.59877], [1.31825, 4.70430, -2.68685], [2.69040, 3.57645, -2.86866], [4.44109, 3.14903, -0.87806], [4.24104, 3.88960, 0.72046], [4.32711, 0.81970, -0.56160], [3.12453, -1.19160, 0.24442], [0.26338, 1.29495, 2.20044], [1.47843, 3.31215, 1.42339], [1.00740, -2.12535, -1.74906], [0.46831, -4.26754, -0.63313], [-1.62416, -4.49069, 0.65917], [-2.64155, -0.45200, -0.28225]], "forces_ev_per_angstrom": [[-0.03, 0.17, -0.01], [0.07, 0.65, -0.21], [0.27, -0.38, 0.25], [-0.30, -0.21, -0.67], [0.00, 0.05, -0.16], [-0.07, 0.08, 0.01], [0.25, 0.22, 0.59], [0.17, -0.08, -0.12], [-0.23, 0.54, -0.30], [-0.04, -0.29, 0.16], [-0.08, 0.19, 0.18], [-0.24, -0.23, 0.24], [0.78, 1.09, -0.39], [-0.32, -0.55, 0.25], [0.17, -0.23, 0.10], [-0.18, 0.03, 0.20], [-0.03, -0.37, 0.08], [0.21, -0.11, -0.02], [-0.02, -0.59, 0.19], [-0.11, 0.06, -0.06], [-0.06, 0.07, -0.05], [-0.10, 0.06, 0.04], [-0.16, -0.07, -0.01], [0.13, 0.02, -0.04], [0.07, -0.06, -0.08], [-0.01, 0.05, 0.00], [-0.04, -0.02, -0.05], [0.00, -0.05, -0.05], [-0.21, 0.18, 0.16], [0.00, -0.10, -0.07], [-0.07, -0.01, -0.10], [0.07, -0.05, 0.11], [0.08, 0.00, -0.06], [0.09, -0.01, -0.07], [0.01, -0.04, -0.02], [-0.05, 0.00, 0.02], [-0.08, 0.05, -0.02], [0.10, 0.00, -0.04], [0.07, -0.08, -0.01], [-0.04, -0.06, 0.04], [-0.09, 0.07, -0.01]], "e_tot_ev": -109376.327, "smiles": "C/C(=N\\NC(=O)CSCc1ccc([N+](=O)[O-])cc1)c1cccc(Br)c1", "gap_ev": 8.3, "e_homo_ha": -0.32096, "lumo_ev": -0.41, "de_lowest_kcal_mol": 93.59}

---

# 3
{"formula": "C8H11O2", "method": "ωB97M-V/def2-TZVPD", "species": ["C", "C", "C", "C", "C", "C", "C", "C", "O", "O", "H", "H", "H", "H", "H", "H", "H", "H", "H", "H", "H"], "coordinates": [[0.13385, 1.40923, 0.31251], [-0.90783, -1.45662, -1.64647], [-0.28115, 1.26712, 1.46488], [-1.15477, -1.39979, -0.34771], [-2.48708, -0.97848, 0.17072], [-0.04656, -1.86470, 0.67460], [2.50127, 1.61793, -0.32062], [1.07882, 1.92493, -0.73465], [-0.50446, -1.56528, -2.75509], [-0.77090, 0.85967, 2.50221], [-2.22024, -0.25091, 0.85371], [-2.97722, -1.76915, 0.81153], [-3.20221, -0.93541, -0.63233], [-0.41687, -2.72525, 1.28186], [0.09121, -0.96585, 1.31762], [0.80982, -2.08249, 0.02588], [2.37263, 1.24913, 0.70337], [3.17707, 2.46510, -0.32255], [3.03683, 0.74638, -0.82532], [0.77907, 1.40529, -1.72163], [0.98873, 3.04912, -0.81253]], "forces_ev_per_angstrom": [[0.51, 1.08, -1.14], [1.10, -0.61, 0.82], [0.18, -0.38, -0.67], [0.45, -1.49, -0.70], [-0.30, -3.21, 0.04], [-1.43, 1.07, -1.07], [1.22, -1.91, 0.42], [-1.74, -0.24, -0.55], [-0.70, 0.36, 0.56], [-0.56, -0.04, 1.30], [-0.58, 2.60, 1.01], [0.81, 0.19, -0.40], [-0.30, 1.35, -0.20], [0.40, 0.47, -0.62], [0.35, -0.85, -0.32], [0.21, -0.17, 0.82], [0.57, 0.32, 0.00], [0.13, 0.26, -0.11], [-0.83, 1.09, 0.10], [0.66, 1.16, 1.11], [-0.12, -1.05, -0.39]], "total_charge": -1, "e_tot_ev": -12566.676, "gap_ev": 6.2, "e_homo_ha": -0.09773, "lumo_ev": 3.56, "de_lowest_kcal_mol": 45.16}